[1]
DFT (ωB97M-V/def2-TZVPD) results for a structure of composition C27H26MoN6O2S.

Structure (ORCA input):
```
! wB97M-V def2-TZVPD RIJCOSX def2/J DEFGRID3
* xyz 2 1
Mo 0.159 1.109 0.931
C 2.205 0.669 -1.572
C 2.945 0.915 -0.298
C 4.344 0.845 -0.276
C 5.030 1.047 0.891
C 4.327 1.351 2.075
C 4.968 1.598 3.310
C 4.234 1.917 4.419
C 2.834 2.007 4.340
C 2.195 1.763 3.150
S 0.436 1.838 2.967
C 2.925 1.423 2.000
N 2.247 1.179 0.818
H 2.886 0.696 -2.419
H 1.429 1.419 -1.735
H 1.727 -0.313 -1.551
H 4.865 0.623 -1.196
H 6.111 0.983 0.914
H 6.047 1.531 3.359
H 4.725 2.103 5.364
H 2.258 2.265 5.220
C 0.696 -5.405 -2.660
C -0.094 -4.806 -1.529
C 0.310 -5.023 -0.217
C -0.410 -4.511 0.853
C -1.556 -3.779 0.616
C -1.954 -3.527 -0.697
N -3.116 -2.743 -0.921
C -3.387 -1.556 -0.311
C -4.701 -1.060 -0.264
C -4.991 0.131 0.364
C -3.998 0.876 1.002
C -2.707 0.397 0.984
C -2.384 -0.786 0.309
C -0.949 -0.961 0.053
O -0.362 -1.016 -0.993
O -0.193 -0.659 1.206
C -1.232 -4.025 -1.781
C -1.684 -3.724 -3.183
H 1.471 -6.070 -2.283
H 1.182 -4.631 -3.259
H 0.055 -5.980 -3.329
H 1.191 -5.624 -0.030
H -0.100 -4.718 1.869
H -2.163 -3.418 1.438
H -3.847 -3.141 -1.488
H -5.492 -1.643 -0.718
H -6.016 0.474 0.389
H -4.244 1.787 1.528
H -1.978 0.975 1.582
H -2.113 -2.724 -3.250
H -2.443 -4.439 -3.513
H -0.859 -3.785 -3.889
N -1.569 6.865 -1.987
C -1.179 6.002 -1.063
N -0.842 6.436 0.151
N -1.157 4.708 -1.429
C -0.755 3.764 -0.695
N -0.411 2.800 -0.119
H -1.641 7.854 -1.814
H -1.823 6.514 -2.896
H -0.885 7.412 0.393
H -0.569 5.792 0.873
*
```

Gap between HOMO and LUMO (spin up / spin down) (eV): 5.04 / 5.05
LUMO energy (spin up / spin down) (eV): -7.28 / -7.28
E_HOMO (spin up / spin down) (Ha): -0.4530 / -0.4530
Molar mass (g mol⁻¹): 594.6
DFT total energy (a.u.): -1989.4508

[2]
DFT (ωB97M-V/def2-TZVPD) results for a structure of composition C27H26N2P2S3Tl.

Structure (ORCA input):
```
! wB97M-V def2-TZVPD RIJCOSX def2/J DEFGRID3
* xyz 1 1
Tl -0.310 -1.651 -2.096
S -1.186 1.218 -2.160
P -0.769 0.694 -0.243
C 0.173 -0.752 -0.246
P 1.860 -1.129 -0.167
S 2.226 -2.291 -1.823
C 2.915 0.333 -0.203
C 2.800 1.181 -1.306
C 3.609 2.297 -1.407
C 4.531 2.579 -0.406
C 4.646 1.741 0.691
C 3.844 0.612 0.794
C 2.291 -2.042 1.325
C 3.060 -3.198 1.289
C 3.364 -3.861 2.472
C 2.903 -3.370 3.683
C 2.133 -2.213 3.721
C 1.825 -1.552 2.546
C 0.034 2.022 0.673
C 0.638 3.092 0.025
C 1.309 4.055 0.766
C 1.375 3.949 2.147
C 0.760 2.887 2.798
C 0.084 1.926 2.064
C -2.316 0.376 0.636
C -3.373 1.279 0.522
C -4.541 1.065 1.231
C -4.662 -0.051 2.054
C -3.613 -0.950 2.167
C -2.436 -0.737 1.460
H 2.078 0.963 -2.085
H 3.523 2.949 -2.266
H 5.163 3.454 -0.486
H 5.367 1.959 1.468
H 3.947 -0.044 1.647
H 3.418 -3.579 0.342
H 3.962 -4.761 2.443
H 3.141 -3.889 4.601
H 1.772 -1.831 4.667
H 1.220 -0.652 2.573
H 0.586 3.166 -1.053
H 1.778 4.889 0.261
H 1.899 4.702 2.721
H 0.798 2.814 3.877
H -0.419 1.112 2.573
H -3.278 2.142 -0.126
H -5.360 1.767 1.146
H -5.577 -0.216 2.607
H -3.707 -1.818 2.807
H -1.610 -1.434 1.537
C -4.974 -1.938 -5.522
N -3.689 -2.499 -5.129
C -2.852 -1.917 -4.283
N -3.162 -0.758 -3.738
S -1.372 -2.785 -3.986
H -5.475 -2.653 -6.166
H -4.844 -1.007 -6.075
H -5.603 -1.767 -4.647
H -3.401 -3.379 -5.525
H -4.014 -0.287 -4.000
H -2.492 -0.209 -3.189
*
```

Gap between HOMO and LUMO (eV): 7.10
LUMO energy (eV): -3.34
E_HOMO (Ha): -0.3837
ΔE to the lowest compared entry with this formula, charge and spin (kcal/mol): 0.0
Molar mass (g mol⁻¹): 741.1
DFT total energy (a.u.): -3203.5859

[3]
DFT (ωB97M-V/def2-TZVPD) results for a structure of composition C27H26N3O5S5SbTi.

Structure (ORCA input):
```
! wB97M-V def2-TZVPD RIJCOSX def2/J DEFGRID3
* xyz -2 3
Ti -0.456 1.077 0.633
O 2.756 3.314 1.974
C 1.834 2.506 1.906
N 0.551 2.748 1.361
C -0.051 3.952 1.470
O 0.414 5.056 1.709
C -1.564 3.806 1.378
C -2.385 4.917 1.451
C -3.757 4.726 1.420
C -4.256 3.438 1.323
C -3.363 2.379 1.251
N -2.046 2.565 1.279
C 1.883 1.151 2.435
C 2.905 0.744 3.300
C 2.842 -0.478 3.915
C 1.714 -1.312 3.645
C 0.747 -0.873 2.784
N 0.797 0.325 2.152
H -1.922 5.890 1.540
H -4.431 5.573 1.479
H -5.318 3.239 1.311
H -3.702 1.355 1.172
H 3.718 1.438 3.469
H 3.616 -0.797 4.602
H 1.593 -2.272 4.129
H -0.137 -1.463 2.573
C 1.279 -3.992 -3.589
O 0.773 -2.988 -4.449
C 0.449 -1.795 -3.877
C -0.166 -0.867 -4.746
C -0.580 0.325 -4.231
C -0.411 0.659 -2.869
C -0.971 1.861 -2.338
C -1.534 2.927 -3.247
O -1.053 2.072 -1.119
C 0.278 -0.248 -2.010
O 0.568 0.013 -0.780
C 0.683 -1.493 -2.560
H 1.416 -4.877 -4.207
H 0.576 -4.211 -2.782
H 2.237 -3.697 -3.155
H -0.322 -1.138 -5.781
H -1.084 1.028 -4.882
H -0.817 3.212 -4.017
H -1.790 3.792 -2.640
H -2.436 2.561 -3.741
H 1.155 -2.188 -1.886
S -7.714 -1.982 1.191
C -6.129 -1.498 1.448
S -4.915 -1.519 0.247
C -3.551 -0.984 1.210
C -3.818 -0.687 2.513
S -2.779 -0.080 3.736
S -5.519 -0.915 2.937
S -2.020 -0.932 0.360
C 4.835 -3.176 1.047
Sb 3.403 -1.629 0.518
C 3.989 -1.785 -1.564
C 1.805 -3.070 0.468
H 4.714 -4.038 0.389
H 4.671 -3.488 2.080
H 5.853 -2.796 0.958
H 3.917 -2.816 -1.915
H 5.031 -1.465 -1.638
H 3.380 -1.141 -2.197
H 1.977 -3.821 -0.308
H 0.845 -2.577 0.323
H 1.791 -3.561 1.442
*
```

Gap between HOMO and LUMO (spin up / spin down) (eV): 4.21 / 5.24
LUMO energy (spin up / spin down) (eV): 4.04 / 4.04
E_HOMO (spin up / spin down) (Ha): -0.0064 / -0.0442
ΔE to the lowest compared entry with this formula, charge and spin (kcal/mol): 12.0
Molar mass (g mol⁻¹): 802.5
DFT total energy (a.u.): -4665.8103

[4]
DFT (ωB97M-V/def2-TZVPD) results for a structure of composition C27H26N3O5S5SbTi in a non-equilibrium geometry.

Structure (ORCA input):
```
! wB97M-V def2-TZVPD RIJCOSX def2/J DEFGRID3
* xyz -2 3
Ti -0.106 0.254 -0.706
O -0.376 4.395 0.123
C -0.491 3.183 -0.009
N 0.358 2.330 -0.725
C 1.419 2.806 -1.435
O 1.877 3.933 -1.493
C 2.073 1.730 -2.303
C 3.218 2.048 -3.006
C 3.806 1.082 -3.810
C 3.212 -0.163 -3.902
C 2.053 -0.397 -3.177
N 1.500 0.518 -2.394
C -1.642 2.447 0.556
C -2.724 3.135 1.092
C -3.859 2.469 1.504
C -3.879 1.045 1.370
C -2.786 0.410 0.877
N -1.650 1.049 0.458
H 3.620 3.044 -2.891
H 4.718 1.300 -4.353
H 3.644 -0.958 -4.494
H 1.567 -1.362 -3.203
H -2.638 4.213 1.142
H -4.708 3.005 1.908
H -4.738 0.463 1.679
H -2.771 -0.671 0.783
C -5.688 -0.964 -4.461
O -5.269 -2.239 -4.021
C -4.128 -2.297 -3.270
C -3.837 -3.553 -2.715
C -2.710 -3.670 -1.941
C -1.834 -2.601 -1.692
C -0.743 -2.752 -0.724
C -0.272 -4.095 -0.263
O -0.197 -1.764 -0.210
C -2.120 -1.326 -2.280
O -1.376 -0.277 -2.176
C -3.302 -1.221 -3.057
H -6.679 -1.101 -4.890
H -5.015 -0.563 -5.224
H -5.744 -0.257 -3.630
H -4.512 -4.379 -2.885
H -2.509 -4.624 -1.476
H -0.681 -4.932 -0.818
H -0.495 -4.193 0.802
H 0.817 -4.076 -0.383
H -3.500 -0.245 -3.477
S 3.468 -3.830 4.592
C 3.220 -3.062 3.127
S 2.676 -1.458 2.961
C 2.532 -1.357 1.212
C 2.931 -2.467 0.536
S 3.050 -2.802 -1.160
S 3.414 -3.796 1.590
S 2.018 0.226 0.640
C -2.363 0.842 4.516
Sb -0.563 -0.101 3.748
C 0.567 1.725 3.852
C -0.071 -0.854 5.718
H -2.160 1.298 5.489
H -3.155 0.099 4.625
H -2.697 1.607 3.818
H 0.914 1.907 4.869
H -0.085 2.540 3.532
H 1.410 1.665 3.166
H 0.195 -0.029 6.382
H 0.753 -1.567 5.678
H -0.956 -1.353 6.116
*
```

Gap between HOMO and LUMO (spin up / spin down) (eV): 4.23 / 5.25
LUMO energy (spin up / spin down) (eV): 3.87 / 3.87
E_HOMO (spin up / spin down) (Ha): -0.0131 / -0.0509
ΔE to the lowest compared entry with this formula, charge and spin (kcal/mol): 11.4
Molar mass (g mol⁻¹): 802.5
DFT total energy (a.u.): -4665.8113

[5]
DFT (ωB97M-V/def2-TZVPD) results for an isolated molecule of C27H26N6O4 in a non-equilibrium geometry.

Structure (ORCA input):
```
! wB97M-V def2-TZVPD RIJCOSX def2/J DEFGRID3
* xyz 0 1
C -1.325 -4.666 -0.571
C -2.196 -3.585 -0.006
C -3.134 -3.876 0.960
C -3.935 -2.883 1.514
C -3.832 -1.567 1.116
C -4.678 -0.495 1.736
C -2.891 -1.256 0.121
N -2.757 0.032 -0.327
C -1.844 0.477 -1.246
O -1.816 1.663 -1.552
C -0.959 -0.545 -1.784
C 0.159 -0.058 -2.667
N 1.381 0.267 -1.939
C 2.113 -0.901 -1.461
C 3.455 -0.492 -0.915
C 4.391 0.092 -1.757
C 5.639 0.504 -1.299
C 5.910 0.305 0.033
C 4.973 -0.277 0.887
C 3.739 -0.681 0.440
O 5.497 -0.349 2.153
C 6.798 0.188 2.065
O 7.046 0.609 0.741
C 1.208 1.306 -0.951
C 0.507 0.921 0.312
N 0.362 -0.276 0.837
N -0.338 -0.127 1.953
N -0.622 1.088 2.156
N -0.103 1.801 1.149
C -0.285 3.228 1.076
C -1.670 3.552 0.611
C -2.883 3.161 1.098
C -3.849 3.726 0.231
C -3.144 4.416 -0.707
O -1.828 4.319 -0.481
C -1.099 -1.836 -1.406
C -2.067 -2.250 -0.440
H -1.442 -4.735 -1.652
H -0.278 -4.463 -0.353
H -1.587 -5.626 -0.136
H -3.246 -4.894 1.305
H -4.651 -3.149 2.279
H -5.368 -0.931 2.454
H -5.260 0.037 0.983
H -4.049 0.222 2.263
H -3.347 0.750 0.077
H 0.414 -0.809 -3.417
H -0.168 0.856 -3.172
H 2.260 -1.554 -2.327
H 1.555 -1.448 -0.689
H 4.135 0.236 -2.795
H 6.364 0.956 -1.954
H 3.016 -1.120 1.107
H 6.890 1.047 2.748
H 7.535 -0.581 2.351
H 0.639 2.115 -1.421
H 2.204 1.684 -0.683
H 0.442 3.653 0.384
H -0.116 3.623 2.084
H -3.051 2.555 1.967
H -4.913 3.630 0.299
H -3.457 4.993 -1.554
H -0.443 -2.581 -1.829
*
```

SMILES: Cc1ccc(C)c2[nH]c(=O)c(CN(Cc3ccc4c(c3)OCO4)Cc3nnnn3Cc3ccco3)cc12
Gap between HOMO and LUMO (eV): 8.30
LUMO energy (eV): 0.32
E_HOMO (Ha): -0.2931
ΔE to the lowest compared entry with this formula, charge and spin (kcal/mol): 47.2
Molar mass (g mol⁻¹): 498.5
DFT total energy (a.u.): -1673.9508

[6]
DFT (ωB97M-V/def2-TZVPD) results for a cluster of 2 separate species, C27H26NO3 in total in a non-equilibrium geometry.

Structure (ORCA input):
```
! wB97M-V def2-TZVPD RIJCOSX def2/J DEFGRID3
* xyz 1 1
C -4.664 -5.329 2.453
O -3.620 -5.506 1.450
C -2.499 -4.737 1.479
C -1.586 -4.910 0.410
C -0.485 -4.079 0.292
C -0.265 -3.053 1.221
N 0.822 -2.154 1.089
C -1.135 -2.909 2.311
C -2.225 -3.760 2.472
H -5.474 -5.972 2.108
H -4.317 -5.668 3.440
H -5.005 -4.288 2.502
H -1.792 -5.714 -0.303
H 0.225 -4.235 -0.530
H 0.883 -1.496 1.859
H 1.698 -2.609 0.879
H -0.925 -2.141 3.056
H -2.873 -3.672 3.351
C 7.309 1.814 0.818
O 6.833 0.506 0.428
C 5.518 0.336 0.118
C 5.091 -1.013 -0.076
C 3.754 -1.298 -0.217
C 2.771 -0.279 -0.180
C 1.383 -0.698 -0.244
C 0.269 0.243 -0.189
C -0.916 -0.152 -0.852
C -2.026 0.675 -0.880
C -1.928 1.951 -0.301
O -3.063 2.759 -0.340
C -3.175 3.695 -1.375
C -4.131 3.467 -2.374
C -4.166 4.324 -3.473
C -3.309 5.427 -3.534
C -2.402 5.671 -2.501
C -2.319 4.799 -1.411
C -0.773 2.363 0.378
C 0.290 1.469 0.507
C 3.219 1.066 -0.185
C 4.553 1.385 0.054
H 8.365 1.645 1.018
H 7.189 2.542 0.003
H 6.805 2.174 1.727
H 5.859 -1.787 -0.069
H 3.469 -2.332 -0.397
H 1.215 -1.554 -0.884
H -0.950 -1.104 -1.384
H -2.952 0.370 -1.369
H -4.797 2.606 -2.281
H -4.879 4.127 -4.272
H -3.355 6.104 -4.386
H -1.748 6.538 -2.522
H -1.608 4.947 -0.594
H -0.724 3.373 0.788
H 1.149 1.757 1.110
H 2.547 1.892 -0.400
H 4.870 2.428 0.204
*
```

Gap between HOMO and LUMO (eV): 6.60
LUMO energy (eV): -4.20
E_HOMO (Ha): -0.3969
ΔE to the lowest compared entry with this formula, charge and spin (kcal/mol): 33.1
Molar mass (g mol⁻¹): 412.5
DFT total energy (a.u.): -1324.6281